[1]
{
  "formula": "C27H39N4O3S2",
  "method": "ωB97M-V/def2-TZVPD",
  "orbital_gap_ev": 8.17,
  "smiles": "CCCCN(CC)S(=O)(=O)c1ccc(C(=O)N(CCC[NH+](C)C)c2nc3cc(C)cc(C)c3s2)cc1",
  "de_lowest_kj_mol": 2.4,
  "total_charge": 1,
  "e_homo_ha": -0.39470,
  "molar_mass_g_mol": 531.77,
  "species": ["C", "H", "C", "C", "H", "H", "C", "N", "S", "O", "O", "C", "C", "C", "C", "C", "C", "H", "H", "C", "O", "N", "C", "N", "C", "C", "C", "C", "C", "C", "S", "C", "H", "H", "H", "H", "C", "H", "H", "H", "H", "C", "H", "H", "C", "C", "N", "C", "H", "H", "H", "C", "H", "H", "H", "H", "H", "H", "H", "H", "H", "H", "C", "C", "H", "H", "H", "H", "H", "H", "H", "H", "H", "H", "H"],
  "xyz": [[7.857, 0.310, 1.055], [7.438, -0.395, 1.769], [6.752, 0.909, 0.193], [6.007, -0.176, -0.580], [6.716, -0.747, -1.184], [5.538, -0.860, 0.129], [4.920, 0.362, -1.515], [3.914, 1.167, -0.849], [3.032, 0.494, 0.367], [3.305, 1.100, 1.639], [3.098, -0.935, 0.260], [1.350, 0.958, -0.082], [0.792, 0.404, -1.221], [-0.556, 0.568, -1.467], [-1.340, 1.286, -0.561], [-0.747, 1.934, 0.518], [0.603, 1.753, 0.764], [1.082, 2.184, 1.629], [-1.352, 2.522, 1.190], [-2.815, 1.271, -0.666], [-3.509, 2.293, -0.692], [-3.395, 0.039, -0.695], [-2.659, -1.090, -0.352], [-1.746, -1.050, 0.542], [-1.019, -2.202, 0.580], [0.128, -2.405, 1.336], [0.823, -3.593, 1.194], [0.330, -4.583, 0.340], [-0.817, -4.423, -0.423], [-1.469, -3.203, -0.307], [-2.840, -2.619, -1.214], [-1.329, -5.487, -1.339], [-0.595, -6.277, -1.465], [-2.241, -5.925, -0.932], [-1.571, -5.068, -2.315], [0.877, -5.510, 0.249], [2.117, -3.773, 1.917], [1.986, -3.618, 2.987], [2.533, -4.762, 1.750], [2.820, -3.022, 1.556], [0.488, -1.618, 1.978], [-4.793, -0.108, -1.059], [-5.075, 0.775, -1.638], [-4.880, -0.983, -1.709], [-5.713, -0.307, 0.152], [-5.566, 0.760, 1.237], [-5.665, 2.152, 0.742], [-5.392, 3.108, 1.825], [-6.154, 3.032, 2.600], [-5.387, 4.121, 1.428], [-4.418, 2.906, 2.264], [-6.955, 2.450, 0.109], [-7.766, 2.302, 0.821], [-6.966, 3.485, -0.227], [-7.120, 1.809, -0.753], [-4.860, 2.271, 0.020], [-4.586, 0.651, 1.709], [-6.333, 0.603, 2.000], [-5.479, -1.265, 0.618], [-6.741, -0.365, -0.205], [-1.011, 0.115, -2.335], [1.413, -0.186, -1.875], [4.038, 2.608, -0.804], [3.193, 3.273, -1.889], [3.317, 4.352, -1.842], [2.140, 3.035, -1.758], [3.505, 2.930, -2.872], [3.706, 2.932, 0.186], [5.084, 2.898, -0.923], [5.359, 0.975, -2.306], [4.404, -0.485, -1.975], [7.191, 1.625, -0.508], [6.047, 1.440, 0.836], [8.375, 1.091, 1.607], [8.583, -0.214, 0.439]],
  "mulliken_charge": [-1.454, 0.329, -0.093, -0.453, 0.532, 0.221, -1.157, 0.726, 1.263, -0.758, -0.709, 0.422, -0.794, -0.684, 0.344, -1.009, -0.664, 0.587, 0.385, 0.598, -0.805, 0.359, 0.430, -0.315, -0.812, -0.165, 0.629, -0.844, 0.564, 0.990, -0.450, -1.746, 0.376, 0.352, 0.402, 0.333, -1.312, 0.357, 0.385, 0.162, 0.485, -1.366, 0.596, 0.597, -0.650, -1.008, 0.208, -0.922, 0.412, 0.404, 0.281, -0.890, 0.374, 0.388, 0.311, 0.351, 0.521, 0.479, 0.381, 0.488, 0.544, 0.548, -0.849, -1.169, 0.436, 0.204, 0.303, 0.471, 0.490, 0.581, 0.245, 0.277, 0.210, 0.389, 0.359]
}

[2]
{
  "formula": "C27H39N7O",
  "method": "ωB97M-V/def2-TZVPD",
  "orbital_gap_ev": 7.08,
  "smiles": "NC(=O)CCc1cnc2ccccc2n1.CCCC#N.CCCC#N.CCCC#N.CCCC#N",
  "total_charge": 0,
  "e_homo_ha": -0.30675,
  "molar_mass_g_mol": 477.66,
  "species": ["N", "C", "O", "C", "C", "C", "C", "N", "C", "C", "C", "C", "C", "C", "N", "H", "H", "H", "H", "H", "H", "H", "H", "H", "H", "H", "C", "C", "C", "C", "N", "H", "H", "H", "H", "H", "H", "H", "C", "C", "C", "C", "N", "H", "H", "H", "H", "H", "H", "H", "C", "C", "C", "C", "N", "H", "H", "H", "H", "H", "H", "H", "C", "C", "C", "C", "N", "H", "H", "H", "H", "H", "H", "H"],
  "xyz": [[1.554, -2.761, -2.933], [1.439, -2.128, -1.564], [1.291, -2.968, -0.501], [1.507, -0.529, -1.212], [0.483, 0.420, -2.069], [-0.960, -0.263, -2.439], [-1.616, 0.051, -3.896], [-2.940, -0.438, -4.414], [-3.558, -1.323, -3.369], [-5.028, -2.012, -3.755], [-5.879, -2.983, -2.728], [-5.257, -3.326, -1.248], [-3.792, -2.676, -0.872], [-2.952, -1.671, -1.901], [-1.644, -1.117, -1.410], [0.810, -2.367, -3.552], [1.260, -3.772, -2.786], [2.609, -0.169, -1.497], [1.296, -0.350, -0.073], [0.254, 1.371, -1.386], [0.977, 0.875, -3.054], [-0.990, 0.761, -4.624], [-5.532, -1.825, -4.820], [-6.936, -3.460, -3.008], [-5.769, -4.001, -0.437], [-3.321, -2.940, 0.177], [2.116, 3.652, 0.772], [3.394, 4.288, 0.240], [3.557, 4.137, -1.272], [3.721, 2.735, -1.678], [3.844, 1.626, -1.998], [2.111, 2.569, 0.612], [2.029, 3.828, 1.849], [1.233, 4.077, 0.285], [4.257, 3.853, 0.759], [3.379, 5.356, 0.485], [4.439, 4.704, -1.591], [2.694, 4.575, -1.787], [1.297, -1.730, 3.910], [2.591, -1.869, 3.118], [3.541, -0.687, 3.306], [2.988, 0.563, 2.770], [2.546, 1.552, 2.352], [0.714, -0.866, 3.576], [0.677, -2.622, 3.775], [1.501, -1.616, 4.979], [2.352, -1.998, 2.056], [3.102, -2.783, 3.444], [4.484, -0.907, 2.792], [3.780, -0.563, 4.368], [4.353, -1.137, 8.873], [3.639, -2.468, 9.071], [2.848, -2.916, 7.843], [1.731, -2.012, 7.539], [0.853, -1.293, 7.296], [3.642, -0.322, 8.705], [4.938, -0.888, 9.765], [5.036, -1.181, 8.019], [2.977, -2.396, 9.942], [4.389, -3.234, 9.303], [2.452, -3.921, 8.025], [3.514, -2.990, 6.975], [-5.562, 3.824, -7.441], [-4.911, 3.245, -6.192], [-4.880, 1.717, -6.181], [-6.226, 1.133, -6.122], [-7.290, 0.672, -6.083], [-6.616, 3.537, -7.513], [-5.517, 4.917, -7.417], [-5.049, 3.481, -8.346], [-5.436, 3.620, -5.305], [-3.880, 3.617, -6.133], [-4.309, 1.382, -5.307], [-4.351, 1.347, -7.067]],
  "mulliken_charge": [-0.583, 0.174, -0.607, 0.152, -0.494, 0.314, -0.269, -0.388, 0.477, -0.397, -0.420, -0.364, -0.385, 0.324, -0.376, 0.290, 0.354, 0.316, 0.034, 0.254, 0.247, 0.236, 0.253, 0.285, 0.291, 0.315, -0.792, -0.426, -0.492, 0.353, -0.538, 0.103, 0.284, 0.403, 0.293, 0.298, 0.296, 0.292, -0.815, -0.343, -0.360, 0.105, -0.374, 0.338, 0.358, -0.044, 0.164, 0.328, 0.301, 0.231, -1.143, -0.436, -0.297, 0.216, -0.481, 0.350, 0.331, 0.293, 0.302, 0.306, 0.320, 0.248, -1.156, -0.569, 0.115, 0.234, -0.480, 0.332, 0.337, 0.305, 0.313, 0.343, -0.111, 0.332]
}

[3]
{
  "formula": "C27H39NO3S4Si3Zr",
  "method": "ωB97M-V/def2-TZVPD",
  "orbital_gap_ev": 6.74,
  "total_charge": 0,
  "e_homo_ha": -0.26717,
  "molar_mass_g_mol": 729.36,
  "species": ["Zr", "O", "C", "S", "C", "C", "S", "S", "S", "C", "Si", "C", "C", "C", "Si", "C", "C", "C", "Si", "C", "C", "C", "C", "C", "C", "C", "N", "H", "H", "H", "H", "H", "H", "H", "H", "H", "H", "H", "H", "H", "H", "H", "H", "H", "H", "H", "H", "H", "H", "H", "H", "H", "H", "H", "H", "C", "C", "C", "C", "C", "C", "C", "C", "C", "C", "O", "O", "H", "H", "H", "H", "H", "H", "H", "H", "H", "H", "H"],
  "xyz": [[-0.102, -0.401, 0.423], [5.064, -1.881, 4.530], [4.230, -1.451, 3.783], [2.768, -0.593, 4.307], [2.155, -0.238, 2.707], [2.880, -0.665, 1.659], [2.478, -0.556, -0.056], [4.352, -1.535, 2.015], [0.622, 0.627, 2.625], [-2.838, -1.559, 2.626], [-3.351, -1.284, 0.840], [-5.149, -0.762, 0.962], [-3.309, -2.928, -0.066], [-2.287, 0.031, -0.021], [-2.551, 0.132, -1.900], [-1.533, -1.088, -2.889], [-2.069, 1.775, -2.685], [-4.334, -0.180, -2.381], [-2.546, 1.706, 0.703], [-2.682, 1.831, 2.557], [-4.038, 2.646, 0.074], [-0.955, 2.616, 0.161], [-0.838, 3.999, 0.178], [0.304, 4.612, -0.312], [1.317, 3.819, -0.816], [1.170, 2.446, -0.775], [0.072, 1.850, -0.299], [-3.191, -2.548, 2.933], [-3.332, -0.824, 3.262], [-1.772, -1.516, 2.861], [-5.720, -1.575, 1.419], [-5.593, -0.540, -0.004], [-5.274, 0.112, 1.603], [-3.504, -3.736, 0.644], [-2.376, -3.155, -0.577], [-4.103, -2.961, -0.815], [-0.450, -0.996, -2.788], [-1.781, -0.864, -3.932], [-1.780, -2.128, -2.684], [-0.988, 1.836, -2.823], [-2.381, 2.689, -2.187], [-2.522, 1.777, -3.681], [-4.692, -1.155, -2.058], [-4.413, -0.144, -3.470], [-5.005, 0.576, -1.972], [-3.669, 1.494, 2.880], [-2.601, 2.893, 2.809], [-1.936, 1.289, 3.134], [-4.931, 2.103, 0.388], [-4.093, 2.772, -1.004], [-4.084, 3.634, 0.539], [-1.657, 4.595, 0.561], [0.397, 5.691, -0.305], [2.227, 4.242, -1.217], [1.966, 1.787, -1.097], [0.860, -8.635, 0.266], [0.685, -7.144, 0.299], [0.332, -6.502, 1.478], [0.206, -5.123, 1.561], [-0.147, -4.537, 2.901], [0.402, -4.369, 0.386], [0.779, -4.994, -0.823], [1.110, -4.269, -2.103], [0.918, -6.376, -0.831], [0.170, -2.925, 0.430], [-0.097, -2.237, -0.626], [0.200, -2.255, 1.512], [0.164, -9.130, 0.943], [1.870, -8.906, 0.579], [0.708, -9.031, -0.737], [0.168, -7.093, 2.371], [-0.137, -5.329, 3.648], [-1.140, -4.085, 2.894], [0.545, -3.755, 3.206], [0.215, -3.931, -2.622], [1.652, -4.954, -2.754], [1.727, -3.390, -1.930], [1.228, -6.859, -1.750]],
  "mulliken_charge": [-1.176, -0.573, 0.607, -0.139, 0.474, 0.072, -0.611, -0.146, -0.652, -0.957, 0.395, -1.178, -0.759, 1.808, 0.441, -1.197, -1.262, -1.177, -0.480, -1.138, -1.027, 0.588, -0.665, -0.516, -0.908, -0.315, 0.500, 0.478, 0.372, 0.138, 0.408, 0.322, 0.257, 0.428, -0.077, 0.366, 0.275, 0.571, 0.195, 0.265, 0.316, 0.526, 0.318, 0.450, 0.304, 0.316, 0.336, 0.355, 0.316, 0.352, 0.390, 0.400, 0.443, 0.450, 0.401, -1.588, 0.501, -0.997, 0.542, -1.147, 0.729, 0.785, -1.261, -1.060, 1.572, -0.729, -0.408, 0.395, 0.292, 0.395, 0.390, 0.400, 0.094, 0.172, 0.185, 0.473, 0.198, 0.393]
}